[1]
Here is a molecular structure, C25H42Br2N3O9PS3 in a non-equilibrium geometry from the OMol25 dataset. Energies are from ωB97M-V with the def2-TZVPD basis set.

Atoms and positions in Å:
C -1.708 2.124 2.326
C -2.189 1.724 0.869
P -1.002 2.357 -0.498
C 0.618 2.577 0.412
C -1.031 0.981 -1.801
C -2.601 0.745 -1.953
N -3.722 0.524 -2.051
C -0.673 1.510 -3.276
Br -2.047 1.540 -4.710
C 0.549 1.975 -3.662
C 1.775 1.993 -2.715
Br 0.884 2.631 -5.493
C -0.455 -0.465 -1.463
N -1.584 -1.443 -1.233
C 0.296 -1.084 -2.720
N 0.876 -1.460 -3.637
C 0.501 -0.662 -0.254
C 1.983 -0.756 -0.384
C 2.894 -0.979 0.739
C 2.397 -1.140 2.119
C 0.925 -1.065 2.286
C 0.005 -0.834 1.142
H -1.449 3.218 2.372
H -0.882 1.454 2.682
H -2.589 1.970 3.010
H -3.140 2.313 0.688
H -2.457 0.644 0.748
H 0.947 1.721 1.062
H 1.493 2.892 -0.207
H 0.441 3.438 1.132
H 1.658 1.417 -1.766
H 1.959 3.074 -2.418
H 2.686 1.679 -3.296
H -1.225 -2.245 -0.693
H -1.781 -1.865 -2.154
H 2.460 -0.647 -1.399
H 4.006 -1.061 0.595
H 3.049 -1.342 3.004
H 0.512 -1.190 3.319
H -1.079 -0.832 1.413
O 2.221 -0.372 5.192
S 2.013 0.895 5.836
O 2.756 2.060 5.459
O 2.131 0.697 7.426
C 3.310 0.074 7.950
C 4.481 1.037 7.992
C 0.291 1.285 5.791
H 3.557 -0.825 7.381
H 3.069 -0.244 8.966
H 4.810 1.300 6.985
H 5.327 0.589 8.517
H 4.201 1.965 8.493
H -0.275 0.419 6.129
H 0.031 1.525 4.760
H 0.108 2.144 6.432
O 5.212 -0.278 -7.642
S 5.547 -1.661 -7.464
O 5.111 -2.666 -8.388
O 5.136 -2.110 -5.978
C 3.789 -1.879 -5.542
C 2.836 -2.912 -6.112
C 7.296 -1.804 -7.259
H 3.469 -0.864 -5.792
H 3.792 -1.957 -4.454
H 2.735 -2.798 -7.193
H 1.846 -2.808 -5.667
H 3.205 -3.923 -5.927
H 7.624 -1.079 -6.517
H 7.762 -1.594 -8.221
H 7.532 -2.819 -6.943
O -9.459 0.186 1.238
S -8.134 0.026 1.763
O -7.242 1.139 1.909
O -7.385 -1.134 0.944
C -7.329 -1.036 -0.487
C -6.275 -0.046 -0.943
C -8.230 -0.826 3.308
H -8.312 -0.783 -0.894
H -7.074 -2.030 -0.858
H -6.551 0.975 -0.670
H -6.153 -0.085 -2.025
H -5.317 -0.257 -0.471
H -8.863 -1.703 3.187
H -8.667 -0.145 4.037
H -7.226 -1.110 3.616

Forces on atoms 1 to 6 (eV/Å):
-0.8 -0.5 -0.3
-0.3 0.7 0.2
-0.4 1.1 0.6
0.8 -0.2 1.1
-2.4 -0.8 -1.7
2.4 0.4 0.7

Atomic charges from the Löwdin analysis, expressed in e, are listed below: -0.168, -0.392, 1.020, -0.297, -0.441, -0.325, 0.190, -0.627, 0.694, -0.714, -0.127, 0.655, -0.366, 0.067, -0.142, 0.213, -0.160, -0.040, -0.060, -0.052, -0.062, -0.043, 0.075, 0.038, 0.079, 0.080, 0.056, 0.032, 0.028, 0.049, 0.036, 0.094, 0.085, 0.098, 0.099, 0.099, 0.105, 0.094, 0.092, 0.098, -0.292, 0.590, -0.269, -0.261, -0.261, -0.074, -0.111, 0.115, 0.123, 0.072, 0.082, 0.086, 0.079, 0.051, 0.079, -0.278, 0.584, -0.278, -0.269, -0.272, -0.082, -0.126, 0.112, 0.110, 0.072, 0.048, 0.084, 0.073, 0.075, 0.074, -0.277, 0.582, -0.283, -0.268, -0.257, -0.112, -0.127, 0.114, 0.121, 0.074, 0.063, 0.053, 0.073, 0.075, 0.072

---

[2]
Here is a molecular structure, C25H42BrCaNOP2 in a non-equilibrium geometry from the OMol25 dataset. Energies are from ωB97M-V with the def2-TZVPD basis set.

Atoms and positions in Å:
N 2.146 5.822 -2.519
C 3.189 5.262 -1.893
C 3.633 3.969 -2.214
C 2.954 3.231 -3.222
C 1.898 3.876 -3.900
C 1.524 5.166 -3.500
C 3.269 1.831 -3.435
Ca 0.262 -1.963 -0.717
P -1.008 -1.952 2.723
C 2.474 0.962 -4.133
C 2.192 -0.391 -3.657
C 0.963 -1.003 -3.980
C 0.554 -2.198 -3.341
C 1.463 -2.735 -2.464
C 2.652 -2.194 -2.065
C 3.081 -1.040 -2.777
Br 0.544 -4.540 -0.897
H 4.174 1.499 -2.912
H 1.903 1.286 -4.999
H 4.461 3.536 -1.653
H 1.359 3.368 -4.694
H 3.696 5.839 -1.109
H 0.684 5.668 -3.994
H 0.320 -0.515 -4.721
H 4.073 -0.610 -2.637
H -0.420 -2.657 -3.527
H 3.280 -2.680 -1.311
P -1.110 1.565 0.149
C 0.686 -2.747 2.832
C 0.850 -4.258 2.953
H 1.131 -2.254 3.710
H 1.271 -2.377 1.966
H 1.921 -4.485 3.059
H 0.359 -4.670 3.842
H 0.518 -4.796 2.058
C -1.899 -3.169 1.638
C -2.542 -4.395 2.278
H -1.206 -3.525 0.841
H -2.689 -2.572 1.145
H -3.043 -4.981 1.492
H -1.821 -5.077 2.748
H -3.302 -4.105 3.012
C -1.776 -2.102 4.367
C -1.300 -3.203 5.308
H -2.858 -2.193 4.193
H -1.614 -1.118 4.839
H -1.797 -3.084 6.279
H -1.560 -4.207 4.949
H -0.220 -3.157 5.492
C -1.678 2.493 1.649
C -2.037 1.630 2.855
H -2.535 3.117 1.349
H -0.851 3.169 1.912
H -2.348 2.281 3.681
H -2.865 0.946 2.641
H -1.181 1.038 3.200
C -2.733 0.793 -0.306
C -2.804 0.279 -1.744
H -3.511 1.553 -0.123
H -2.896 -0.026 0.414
H -3.834 -0.024 -1.973
H -2.515 1.053 -2.468
H -2.163 -0.603 -1.916
C -1.139 2.976 -1.055
C -0.492 4.273 -0.577
H -2.188 3.154 -1.344
H -0.609 2.602 -1.947
H -0.583 5.039 -1.355
H -0.968 4.661 0.331
H 0.579 4.138 -0.382
O 1.809 -0.487 0.455
H 2.687 -0.258 0.089
H 1.537 0.276 1.011

Forces on atoms 1 to 6 (eV/Å):
0.2 0.2 0.3
-0.2 -0.6 -0.6
-0.5 -0.1 -0.4
0.2 1.6 -0.2
0.2 0.2 0.6
0.4 -0.7 -0.1

The total charge is +2.

Atomic charges from the Löwdin analysis, expressed in e, are listed below: 0.076, -0.113, -0.001, -0.213, -0.004, -0.125, -0.001, 1.109, 0.936, -0.028, -0.181, 0.036, -0.138, -0.367, -0.124, 0.029, 0.514, 0.122, 0.121, 0.112, 0.107, 0.122, 0.122, 0.148, 0.137, 0.142, 0.146, 0.931, -0.426, -0.150, 0.083, 0.023, 0.086, 0.064, 0.024, -0.463, -0.136, -0.039, 0.062, 0.084, 0.067, 0.079, -0.417, -0.140, 0.084, 0.075, 0.087, 0.064, 0.072, -0.430, -0.175, 0.096, 0.076, 0.083, 0.060, 0.033, -0.445, -0.153, 0.096, 0.053, 0.088, 0.067, 0.031, -0.432, -0.153, 0.090, 0.056, 0.072, 0.065, 0.068, -0.183, 0.079, 0.062

---

[3]
Here is 7 unconnected molecules or ions with the total composition C25H42O21 in a non-equilibrium geometry from the OMol25 dataset. Energies are from ωB97M-V with the def2-TZVPD basis set.

Atoms and positions in Å:
C 20.251 -13.723 -5.347
C 21.472 -13.565 -4.349
C 21.005 -13.232 -2.882
O 21.462 -14.296 -2.113
C 22.089 -15.162 -2.852
O 22.532 -16.272 -2.416
O 22.122 -14.813 -4.146
H 19.509 -14.478 -5.051
H 20.695 -14.011 -6.295
H 19.748 -12.807 -5.387
H 22.213 -12.868 -4.750
H 19.953 -13.216 -2.830
H 21.446 -12.324 -2.590
C 24.229 -10.927 7.087
C 24.127 -9.711 8.077
C 24.515 -8.356 7.427
O 23.446 -7.498 7.648
C 22.452 -8.205 8.034
O 21.282 -7.780 8.193
O 22.755 -9.460 8.261
H 24.061 -11.941 7.595
H 25.211 -10.955 6.651
H 23.483 -10.843 6.296
H 24.670 -9.968 8.930
H 24.643 -8.413 6.351
H 25.459 -7.961 7.756
C 26.335 -7.340 2.549
C 25.792 -8.168 3.687
C 25.696 -9.766 3.366
O 26.302 -10.299 4.521
C 26.837 -9.356 5.260
O 27.401 -9.598 6.333
O 26.629 -8.134 4.772
H 26.661 -6.292 2.741
H 25.596 -7.273 1.757
H 27.225 -7.769 2.088
H 24.832 -7.776 4.002
H 26.089 -10.049 2.426
H 24.655 -10.106 3.366
C 22.133 -16.960 3.380
C 21.240 -16.652 4.536
C 21.497 -17.281 5.891
O 21.848 -16.165 6.720
C 21.747 -15.050 6.043
O 22.001 -13.908 6.554
O 21.339 -15.252 4.833
H 22.121 -18.028 3.242
H 23.167 -16.642 3.513
H 21.787 -16.421 2.491
H 20.197 -16.820 4.367
H 22.245 -18.007 5.896
H 20.616 -17.773 6.309
C 20.722 -7.438 5.125
O 20.337 -8.755 5.450
C 21.132 -9.675 4.947
O 22.366 -9.449 4.415
O 20.629 -10.887 4.913
C 21.319 -11.914 4.238
H 21.564 -7.221 5.710
H 19.857 -6.723 5.352
H 21.053 -7.300 4.068
H 21.816 -11.694 3.376
H 20.734 -12.760 3.953
H 22.074 -12.151 4.996
C 24.671 -12.966 4.074
O 25.154 -13.602 2.943
C 24.214 -14.038 2.153
O 22.900 -14.057 2.512
O 24.645 -14.456 0.986
C 23.854 -15.232 0.191
H 24.076 -13.647 4.731
H 24.108 -12.051 3.965
H 25.526 -12.715 4.691
H 23.160 -14.538 -0.196
H 23.320 -15.904 0.899
H 24.364 -15.766 -0.625
C 21.311 -12.321 0.249
O 21.086 -10.913 0.298
C 22.099 -10.135 0.813
O 23.269 -10.657 1.391
O 21.785 -8.865 0.830
C 22.748 -7.959 1.256
H 20.426 -12.772 -0.132
H 21.531 -12.702 1.207
H 22.143 -12.537 -0.483
H 23.175 -8.271 2.229
H 22.333 -6.960 1.295
H 23.603 -7.985 0.561

Forces on atoms 1 to 6 (eV/Å):
2.1 -1.3 1.1
-2.0 -0.3 0.2
0.5 0.0 -2.4
0.0 0.2 1.3
2.0 -6.1 0.6
-1.5 4.6 -1.7

Its energy above the lowest of the compared OMol25 structures with the same formula, charge and spin is 120.7 kcal per mole. Its SMILES is C[C@H]1COC(=O)O1.C[C@H]1COC(=O)O1.C[C@H]1COC(=O)O1.C[C@H]1COC(=O)O1.COC(=O)OC.COC(=O)OC.COC(=O)OC.

Atomic charges from the Löwdin analysis, expressed in e, are listed below: -0.003, -0.241, -0.092, 0.068, -0.520, 0.075, 0.090, 0.095, 0.081, 0.058, 0.152, 0.125, 0.112, 0.012, -0.230, -0.077, 0.124, -0.601, 0.086, 0.113, 0.115, 0.050, 0.063, 0.133, 0.114, 0.136, -0.021, -0.307, -0.041, 0.059, -0.576, 0.108, 0.091, 0.100, 0.064, 0.088, 0.136, 0.121, 0.086, -0.016, -0.287, -0.059, 0.104, -0.561, 0.059, 0.099, 0.089, 0.096, 0.082, 0.148, 0.114, 0.138, -0.047, 0.034, -0.456, -0.043, 0.052, -0.038, 0.052, 0.134, 0.099, 0.031, 0.096, 0.077, -0.064, 0.063, -0.456, -0.032, 0.027, -0.051, 0.110, 0.073, 0.096, 0.056, 0.104, 0.111, -0.038, -0.005, -0.378, -0.046, 0.022, -0.061, 0.088, 0.054, 0.103, 0.077, 0.102, 0.101

---

LUMO values (in eV) by entry order: 0.10, -8.96, 0.19.
HOMO values (in Ha) by entry order: -0.32400, -0.49299, -0.36755.